*i*
This record from the Open Molecules 2025 dataset describes the molecule C2H3NO2. The level of theory is ωB97M-V with the def2-TZVPD basis set.

```
! RIJCOSX wB97M-V def2-TZVPD def2/J DEFGRID3
* xyz 0 3
N -1.01 1.06 0.01
O -1.28 -1.23 0.01
H 0.87 1.72 0.00
H 1.13 -0.95 -0.93
C 0.81 -0.50 0.00
O -1.84 0.04 -0.02
H 1.09 -0.98 0.92
C 0.24 0.84 0.01
*
```

As for the gap between HOMO and LUMO (alpha / beta): 9.0142 / 9.4117 eV. The expectation value of S² is 2.01. For the HOMO energy (alpha / beta), the calculation gives -7.95 / -11.33 eV.

*ii*
This record from the Open Molecules 2025 dataset describes a cluster of 2 separate species, C2H3NO2 in total. The level of theory is ωB97M-V with the def2-TZVPD basis set.

```
! RIJCOSX wB97M-V def2-TZVPD def2/J DEFGRID3
* xyz 0 3
O -0.73 -1.21 -0.40
H 0.94 -1.73 0.70
H -0.45 -2.78 1.07
H 1.02 2.54 -1.39
C -0.11 1.61 -0.08
O -0.82 0.95 0.58
N 0.24 2.49 -0.85
C -0.10 -1.87 0.38
*
```

As for the gap between HOMO and LUMO (alpha / beta): 7.1674 / 8.4835 eV. The expectation value of S² is 2.01. For the HOMO energy (alpha / beta), the calculation gives -6.54 / -10.93 eV.

*iii*
This record from the Open Molecules 2025 dataset describes a structure of composition C2H3NO2. The level of theory is ωB97M-V with the def2-TZVPD basis set.

```
! RIJCOSX wB97M-V def2-TZVPD def2/J DEFGRID3
* xyz 0 3
N 0.65 0.79 0.31
C -0.18 -0.33 0.47
O 0.41 0.84 -1.05
H -0.58 -0.47 2.61
H -0.77 -0.83 -1.89
H 0.47 1.67 0.81
O 0.37 -1.36 -0.27
C -0.36 -0.31 -0.98
*
```

As for the gap between HOMO and LUMO (alpha / beta): 9.6696 / 8.0045 eV. The expectation value of S² is 2.00. For the HOMO energy (alpha / beta), the calculation gives -8.62 / -10.19 eV.

So which one wins? Going from most stable to least: *ii*, *i*, *iii*.

*i*
This record from the Open Molecules 2025 dataset describes a cluster of 2 separate species, C2H2Cl3NO in total. The level of theory is ωB97M-V with the def2-TZVPD basis set.

```
! RIJCOSX wB97M-V def2-TZVPD def2/J DEFGRID3
* xyz 0 1
Cl -1.82 -0.52 -1.43
H 0.78 -1.73 -0.47
N 2.00 -0.05 0.18
C -1.16 0.31 -0.10
Cl -2.55 0.58 1.17
Cl -0.49 1.89 -0.33
O 2.57 0.76 0.83
H -0.55 -0.45 0.36
C 1.22 -0.80 -0.21
*
```

As for the gap between HOMO and LUMO: 10.6938 eV. Its structure (SMILES) is C#[N+][O-].ClC(Cl)Cl. For the HOMO energy, the calculation gives -10.29 eV.

*ii*
This record from the Open Molecules 2025 dataset describes a cluster of 2 separate species, C2H2Cl3NO in total. The level of theory is ωB97M-V with the def2-TZVPD basis set.

```
! RIJCOSX wB97M-V def2-TZVPD def2/J DEFGRID3
* xyz 0 1
H -0.08 -2.39 1.34
O 1.04 0.29 2.13
Cl -1.74 0.26 -0.47
C 0.87 -0.82 1.88
Cl 0.96 0.14 -1.48
Cl -1.10 1.45 -3.04
H -0.14 1.96 -0.88
C -0.51 1.12 -1.37
N 0.70 -2.00 1.90
*
```

As for the gap between HOMO and LUMO: 11.5696 eV. Its structure (SMILES) is ClC(Cl)Cl.N=C=O. For the HOMO energy, the calculation gives -11.08 eV.

So which one wins? Going from most stable to least: *ii*, *i*.

*i*
This record from the Open Molecules 2025 dataset describes the molecule C4H10S2. The level of theory is ωB97M-V with the def2-TZVPD basis set.

```
! RIJCOSX wB97M-V def2-TZVPD def2/J DEFGRID3
* xyz 0 1
H 1.79 0.44 0.41
H 0.65 -1.03 2.81
H 2.25 -0.19 2.59
S -0.18 1.75 0.84
C 1.15 -0.14 2.44
H -1.99 -1.29 -2.25
H -0.92 0.67 -2.84
H -2.14 -0.32 -0.82
H 0.81 0.73 3.01
H -0.96 -1.74 -1.04
C 0.88 0.26 0.97
H 0.60 -0.05 -2.10
S -0.42 1.97 -1.15
C -0.42 0.30 -1.94
C -1.41 -0.82 -1.45
H 0.31 -0.54 0.51
*
```

As for the gap between HOMO and LUMO: 8.6996 eV. Its structure (SMILES) is CCSSCC. For the HOMO energy, the calculation gives -7.85 eV.

*ii*
This record from the Open Molecules 2025 dataset describes a cluster of 2 separate species, C4H10S2 in total. The level of theory is ωB97M-V with the def2-TZVPD basis set.

```
! RIJCOSX wB97M-V def2-TZVPD def2/J DEFGRID3
* xyz 0 1
H -1.17 -0.53 1.80
H 0.15 1.99 0.72
C -0.84 0.50 1.96
S -1.55 -0.94 -0.75
H 0.73 0.31 0.60
H -1.69 1.45 -0.87
C 1.43 -1.49 -1.36
C -0.93 0.70 -0.66
S 2.05 0.14 -1.51
H -1.67 1.14 2.22
H -0.16 0.79 -1.50
C -0.15 0.95 0.65
H 1.09 -1.70 -0.35
H 2.22 -2.18 -1.67
H 0.56 -1.71 -2.03
H -0.10 0.58 2.76
*
```

As for the gap between HOMO and LUMO: 5.2442 eV. For the HOMO energy, the calculation gives -8.58 eV.

*iii*
This record from the Open Molecules 2025 dataset describes the molecule C4H10S2. The level of theory is ωB97M-V with the def2-TZVPD basis set.

```
! RIJCOSX wB97M-V def2-TZVPD def2/J DEFGRID3
* xyz 0 1
C -3.05 0.04 -0.46
C 2.81 0.77 0.76
H -2.82 1.09 -0.37
H -4.04 -0.18 -0.05
H -2.36 -1.40 1.02
H 2.22 1.59 1.16
H 1.65 0.84 -1.12
S -0.51 0.05 0.68
C -1.97 -0.88 0.14
H 2.99 0.00 1.51
S 0.99 -1.17 -0.09
H 3.78 1.25 0.53
H 2.93 -0.35 -1.12
C 2.20 0.16 -0.49
H -3.14 -0.17 -1.53
H -1.68 -1.64 -0.58
*
```

As for the gap between HOMO and LUMO: 8.6471 eV. Its structure (SMILES) is CCSSCC. For the HOMO energy, the calculation gives -7.92 eV.

*iv*
This record from the Open Molecules 2025 dataset describes the molecule C4H10S2. The level of theory is ωB97M-V with the def2-TZVPD basis set.

```
! RIJCOSX wB97M-V def2-TZVPD def2/J DEFGRID3
* xyz 0 1
H -2.74 1.70 0.03
H 1.02 0.96 1.38
C -2.73 0.61 -0.09
S -0.04 -0.52 -1.16
H 1.94 0.71 -1.51
C 1.80 0.66 0.68
H 2.96 -1.16 0.30
H 0.70 1.74 -0.82
H 1.36 -1.40 0.98
H 2.63 1.37 0.75
H -2.77 0.44 -1.16
S -1.35 -0.19 0.71
H -3.67 0.21 0.32
C 1.16 0.75 -0.73
H 2.70 -0.81 2.01
C 2.24 -0.76 1.02
*
```

As for the gap between HOMO and LUMO: 8.7170 eV. Its structure (SMILES) is CCCSSC. For the HOMO energy, the calculation gives -8.75 eV.

So which one wins? Going from most stable to least: *iii*, *iv*, *i*, *ii*.

*i*
This record from the Open Molecules 2025 dataset describes a structure of composition C4H10S2. The level of theory is ωB97M-V with the def2-TZVPD basis set.

```
! RIJCOSX wB97M-V def2-TZVPD def2/J DEFGRID3
* xyz 0 1
C 0.56 2.06 -1.12
S -0.83 -0.84 1.98
H -0.37 1.81 -0.22
H 1.18 -2.05 1.64
H 0.35 1.70 -2.12
H 0.38 3.43 0.44
C 0.46 -1.62 0.95
H -0.46 -3.61 0.63
H -0.97 -2.40 -0.51
H 0.92 -0.93 0.24
H -1.04 3.45 -0.87
H 0.65 -3.09 -0.60
H 1.52 1.79 -0.71
S -2.08 0.01 0.59
C -0.12 -2.73 0.08
C -0.16 3.03 -0.41
*
```

As for the gap between HOMO and LUMO: 4.2981 eV. For the HOMO energy, the calculation gives -6.08 eV.

*ii*
This record from the Open Molecules 2025 dataset describes a cluster of 3 separate species, C4H10S2 in total. The level of theory is ωB97M-V with the def2-TZVPD basis set.

```
! RIJCOSX wB97M-V def2-TZVPD def2/J DEFGRID3
* xyz 0 1
H 0.73 0.60 -1.10
H -4.49 1.67 1.31
H 1.12 -1.80 -0.99
S 3.29 -1.12 0.11
H 3.31 0.04 0.96
H -4.01 2.06 -1.36
C 0.49 0.04 -0.11
S -1.79 1.24 -0.16
H 0.88 0.57 0.63
H -3.69 -0.04 -0.27
H 1.02 -1.65 0.73
C -3.60 1.25 -0.01
H -0.90 -0.54 1.35
H -1.77 -1.25 -0.10
C 1.40 -1.23 -0.15
C -0.99 -0.33 0.20
*
```

As for the gap between HOMO and LUMO: 8.4448 eV. For the HOMO energy, the calculation gives -8.53 eV.

So which one wins? Going from most stable to least: *i*, *ii*.